{"formula": "C2H5N3S", "method": "ωB97M-V/def2-TZVPD", "lumo_energy_ev": 0.876, "smiles": "[H]/N=C/N/C=N\\S", "homo_lumo_gap_ev": 9.674, "largest_force_ev_per_a": 2.56, "charge": 0, "homo_ev": -8.8, "multiplicity": 1, "total_energy_ha": -641.628898, "species": ["N", "N", "C", "S", "C", "H", "H", "H", "H", "H", "N"], "coordinates": [[-1.962, 0.697, 0.014], [2.416, -1.033, 0.070], [1.605, -0.022, -0.108], [-2.649, -0.888, -0.038], [-0.702, 0.819, 0.068], [-0.352, 1.886, 0.154], [-3.898, -0.445, -0.057], [3.373, -0.726, -0.141], [-0.042, -1.073, 0.418], [1.969, 0.983, -0.367], [0.242, -0.198, -0.015]], "forces_ev_per_angstrom": [[-0.32, -0.55, 0.37], [-1.32, 2.05, -0.55], [1.89, -1.71, 0.22], [0.70, 0.40, -0.16], [0.21, 1.27, -0.36], [0.04, -1.25, -0.25], [-0.28, 0.11, 0.04], [-0.41, -0.12, 0.28], [0.15, -0.14, -0.36], [-0.46, -0.20, 0.00], [-0.19, 0.14, 0.76]], "lowdin_charge": [-0.362, 0.061, -0.288, 0.701, -0.361, 0.137, -0.163, 0.034, 0.109, 0.123, 0.009]}

=====

{"formula": "C3H7ClFN", "method": "ωB97M-V/def2-TZVPD", "lumo_energy_ev": 0.661, "homo_lumo_gap_ev": 10.484, "largest_force_ev_per_a": 5.57, "charge": 0, "homo_ev": -9.8, "multiplicity": 1, "total_energy_ha": -733.189396, "species": ["C", "H", "N", "H", "H", "H", "C", "C", "F", "Cl", "H", "H", "H"], "coordinates": [[0.691, -0.159, 0.251], [-0.806, 1.283, -0.995], [-1.183, 1.171, 1.245], [-1.398, -0.336, -0.311], [1.374, -2.120, -1.020], [-0.879, 0.347, 1.968], [-0.632, 0.537, -0.041], [0.536, -1.277, -1.000], [0.925, -0.564, 1.474], [1.930, 1.219, -0.082], [-0.690, -1.693, -1.031], [0.756, -0.344, -1.939], [-0.625, 1.936, 1.482]], "forces_ev_per_angstrom": [[-0.56, 0.35, -5.53], [1.34, -1.84, 2.60], [0.41, -4.90, -0.04], [1.32, 2.21, 0.98], [-1.96, 1.86, -0.11], [-1.31, 3.01, -1.72], [-4.49, 0.88, 0.69], [0.94, 1.57, -0.85], [-0.26, -0.82, 0.88], [-0.12, -1.22, 0.11], [4.34, 0.96, -0.01], [-0.85, -3.59, 2.52], [1.20, 1.52, 0.48]], "lowdin_charge": [-0.866, 0.164, -0.017, 0.100, 0.085, 0.125, -0.364, -0.085, 0.021, 0.556, 0.130, 0.145, 0.006]}

=====

{"formula": "C5H11NPTi", "method": "ωB97M-V/def2-TZVPD", "lumo_energy_ev": [-4.497, -4.516], "homo_lumo_gap_ev": [6.908, 6.941], "largest_force_ev_per_a": 2.95, "charge": 1, "homo_ev": [-11.4, -11.5], "multiplicity": 1, "total_energy_ha": -1442.303732, "species": ["H", "H", "C", "H", "N", "H", "H", "H", "H", "C", "Ti", "P", "C", "H", "H", "H", "C", "C", "H"], "coordinates": [[0.607, 2.150, 1.219], [1.942, 1.201, 1.202], [-1.183, 1.546, -0.516], [1.153, -2.164, 2.031], [0.918, 1.177, 1.213], [-2.249, 2.444, -2.131], [-1.910, -1.716, -2.938], [0.605, 0.766, 2.105], [-1.275, 2.536, -0.053], [-1.630, -0.907, -2.224], [0.237, 0.212, -0.676], [1.325, -1.833, 0.642], [-1.815, 1.511, -1.749], [-2.710, 0.504, -3.459], [1.313, -3.177, 0.131], [2.748, -1.682, 0.648], [-2.094, 0.386, -2.553], [-0.950, -1.329, -1.073], [-0.864, -2.427, -1.026]], "forces_ev_per_angstrom": [[0.02, -0.23, 0.01], [-0.19, 0.04, 0.47], [0.73, -0.08, -0.13], [0.08, 0.30, -0.61], [0.36, 0.13, 0.19], [0.20, -0.16, 0.16], [0.17, 0.69, 0.46], [0.28, 0.18, -0.58], [0.10, -0.47, 0.38], [-0.64, -0.48, -0.57], [-2.83, -0.52, -0.66], [0.78, -0.85, 0.28], [-0.80, 0.16, -0.61], [0.60, 0.02, 0.49], [-0.13, 0.78, 0.17], [-0.35, -0.18, 0.21], [0.81, -0.46, 0.18], [0.91, 0.55, -0.22], [-0.11, 0.56, 0.38]], "lowdin_charge": [0.065, 0.073, -0.173, -0.074, -0.035, 0.113, 0.119, 0.086, 0.056, -0.215, 0.823, 0.747, -0.218, 0.120, -0.063, -0.101, -0.108, -0.245, 0.030]}

=====

{"formula": "C4H6NO2PS", "method": "ωB97M-V/def2-TZVPD", "lumo_energy_ev": 0.345, "smiles": "O=C1CC=C(O[PH2]=S)N1", "homo_lumo_gap_ev": 8.632, "largest_force_ev_per_a": 3.05, "charge": 0, "homo_ev": -8.3, "multiplicity": 1, "total_energy_ha": -1100.767238, "species": ["C", "O", "S", "H", "N", "C", "C", "H", "H", "O", "H", "H", "P", "H", "C"], "coordinates": [[-0.201, -0.669, -0.867], [-3.133, 0.132, 0.907], [2.388, -1.309, 0.537], [-1.441, -1.854, 0.396], [-1.016, 0.862, 0.548], [-0.026, 0.547, -0.331], [-2.089, -0.032, 0.341], [-2.244, -1.623, -0.992], [0.343, -1.066, -1.739], [1.100, 1.340, -0.412], [-0.830, 1.625, 1.156], [3.498, 1.249, -0.772], [2.459, 0.588, 0.180], [2.667, 1.418, 1.449], [-1.475, -1.207, -0.400]], "forces_ev_per_angstrom": [[0.83, 0.38, -2.51], [-0.79, -0.57, -0.40], [0.57, 0.88, -0.24], [0.79, -2.08, 2.09], [0.35, 0.23, -0.76], [1.11, -1.56, -0.80], [0.56, 1.32, 2.11], [-0.36, -0.41, -1.50], [-0.11, 0.21, 0.92], [-0.26, -0.83, 0.16], [-0.98, 0.52, 0.64], [-1.60, -1.23, 1.37], [1.70, 1.88, 0.97], [-0.17, -1.09, -1.78], [-1.63, 2.34, -0.25]], "lowdin_charge": [-0.122, 0.094, 0.230, 0.110, 0.170, -0.474, -0.412, 0.123, 0.119, -0.290, 0.155, 0.038, 0.314, 0.016, -0.073]}

=====

Q: Number 2 is which compound?
A: C3H7ClFN

=====

Q: The highest charge belongs to which entry?
A: C5H11NPTi